DFT (the ωB97M-V functional and the def2-TZVPD basis) results for 17 unconnected molecules or ions with the total composition C68H136O51.

Geometry (Å):
C: -17.112 24.843 -10.624
C: -17.789 23.572 -10.981
O: -19.130 23.938 -11.007
C: -20.132 23.085 -11.416
O: -21.318 23.162 -11.151
O: -19.602 21.998 -12.085
C: -20.499 21.024 -12.662
H: -17.291 25.561 -11.424
H: -16.067 24.636 -10.395
H: -17.674 25.263 -9.790
H: -17.659 22.676 -10.376
H: -17.512 23.406 -12.022
H: -21.305 21.341 -13.324
H: -20.928 20.383 -11.891
H: -19.938 20.270 -13.213
C: -18.740 17.898 -13.763
C: -19.112 18.426 -15.142
O: -18.073 19.052 -15.844
C: -18.309 19.546 -17.132
O: -19.397 19.559 -17.734
O: -17.100 20.010 -17.593
C: -16.966 20.726 -18.800
H: -18.460 18.731 -13.118
H: -17.933 17.166 -13.793
H: -19.528 17.406 -13.194
H: -19.900 19.174 -15.053
H: -19.602 17.656 -15.737
H: -17.230 20.036 -19.602
H: -15.944 21.044 -19.006
H: -17.628 21.573 -18.981
C: -15.788 18.673 -9.931
C: -16.415 20.044 -9.901
O: -17.026 20.400 -11.120
C: -16.288 20.842 -12.143
O: -15.069 21.061 -12.089
O: -16.995 20.869 -13.202
C: -16.420 21.401 -14.356
H: -15.321 18.418 -8.980
H: -14.932 18.655 -10.605
H: -16.544 17.926 -10.173
H: -15.801 20.820 -9.444
H: -17.192 19.903 -9.150
H: -15.613 20.722 -14.632
H: -16.154 22.450 -14.225
H: -17.050 21.372 -15.245
C: -11.287 18.828 -12.277
C: -11.691 20.270 -11.862
O: -11.217 20.536 -10.573
C: -12.051 20.317 -9.493
O: -13.133 19.788 -9.468
O: -11.358 20.590 -8.341
C: -9.991 20.939 -8.293
H: -11.741 18.685 -13.257
H: -11.800 18.106 -11.641
H: -10.203 18.721 -12.248
H: -12.780 20.299 -11.899
H: -11.293 20.909 -12.651
H: -9.783 21.443 -7.349
H: -9.724 21.606 -9.113
H: -9.439 20.008 -8.419
C: -18.905 30.720 -20.095
C: -18.995 29.245 -19.621
O: -17.776 28.574 -19.922
C: -17.656 27.350 -19.248
O: -18.312 26.994 -18.268
O: -16.682 26.586 -19.820
C: -16.348 25.355 -19.210
H: -17.991 31.158 -19.693
H: -19.760 31.279 -19.714
H: -18.725 30.745 -21.170
H: -19.752 28.636 -20.116
H: -19.098 29.254 -18.536
H: -15.561 25.512 -18.473
H: -15.986 24.699 -20.001
H: -17.202 24.891 -18.715
C: -8.463 26.138 -10.198
C: -8.479 24.664 -10.507
O: -9.623 24.348 -11.312
C: -10.793 24.035 -10.715
O: -10.989 23.872 -9.529
O: -11.709 23.968 -11.691
C: -13.130 23.707 -11.306
H: -9.230 26.280 -9.437
H: -8.674 26.755 -11.071
H: -7.604 26.553 -9.670
H: -8.413 24.021 -9.629
H: -7.568 24.472 -11.074
H: -13.673 23.419 -12.206
H: -13.614 24.621 -10.963
H: -13.244 22.913 -10.568
C: -18.172 13.879 -10.969
C: -17.651 15.162 -11.552
O: -16.237 15.188 -11.501
C: -15.467 15.427 -12.543
O: -15.755 15.345 -13.751
O: -14.197 15.503 -12.022
C: -13.152 15.993 -12.811
H: -17.627 13.049 -11.418
H: -19.237 13.766 -11.174
H: -18.003 13.773 -9.897
H: -17.938 15.990 -10.905
H: -17.994 15.449 -12.546
H: -12.211 15.869 -12.276
H: -13.306 16.960 -13.289
H: -13.011 15.251 -13.597
C: -10.379 15.484 -17.720
C: -10.919 16.644 -16.917
O: -12.320 16.706 -17.206
C: -13.148 17.408 -16.393
O: -12.847 17.972 -15.337
O: -14.330 17.404 -16.922
C: -15.415 17.782 -16.157
H: -10.449 15.695 -18.787
H: -10.831 14.520 -17.488
H: -9.313 15.356 -17.535
H: -10.380 17.561 -17.156
H: -10.607 16.412 -15.898
H: -15.485 17.342 -15.163
H: -16.381 17.513 -16.584
H: -15.470 18.858 -15.991
C: -13.488 18.368 -1.856
C: -13.684 19.787 -1.279
O: -14.574 20.398 -2.204
C: -15.987 20.198 -2.183
O: -16.639 19.544 -1.422
O: -16.474 20.868 -3.206
C: -17.800 20.805 -3.556
H: -13.387 18.322 -2.940
H: -14.253 17.637 -1.593
H: -12.533 17.975 -1.505
H: -12.735 20.323 -1.272
H: -14.058 19.917 -0.264
H: -17.928 21.063 -4.607
H: -18.409 21.518 -3.000
H: -18.283 19.855 -3.327
C: -19.864 20.396 -7.606
C: -20.380 20.038 -9.004
O: -21.695 19.538 -9.086
C: -22.765 20.257 -8.972
O: -22.772 21.487 -8.961
O: -23.873 19.485 -8.912
C: -23.832 18.044 -8.935
H: -18.801 20.242 -7.419
H: -20.509 19.938 -6.856
H: -19.925 21.468 -7.419
H: -19.678 19.273 -9.337
H: -20.320 20.859 -9.718
H: -23.092 17.544 -9.560
H: -24.830 17.793 -9.295
H: -23.789 17.713 -7.897
C: -24.398 25.146 -14.363
C: -22.894 24.805 -14.277
O: -22.438 24.188 -15.503
C: -21.144 23.734 -15.584
O: -20.312 23.650 -14.651
O: -20.910 23.376 -16.865
C: -19.605 23.086 -17.209
H: -24.676 25.625 -13.424
H: -25.006 24.242 -14.348
H: -24.482 25.759 -15.260
H: -22.833 24.191 -13.378
H: -22.248 25.682 -14.237
H: -19.221 22.232 -16.651
H: -18.840 23.862 -17.171
H: -19.648 22.801 -18.260
C: -13.824 14.426 -4.749
C: -14.792 13.879 -5.788
O: -14.463 14.565 -6.978
C: -15.381 14.990 -7.862
O: -16.605 14.929 -7.788
O: -14.753 15.436 -8.949
C: -13.407 15.969 -8.912
H: -12.780 14.141 -4.879
H: -14.047 14.075 -3.741
H: -13.796 15.515 -4.724
H: -15.786 14.172 -5.450
H: -14.765 12.804 -5.964
H: -13.170 16.414 -7.945
H: -13.356 16.753 -9.668
H: -12.835 15.076 -9.162
C: -18.401 24.357 -5.356
C: -18.063 24.481 -6.805
O: -16.697 24.445 -7.029
C: -16.016 23.332 -7.077
O: -16.403 22.146 -6.959
O: -14.770 23.584 -7.459
C: -13.855 22.558 -7.633
H: -18.023 25.175 -4.742
H: -18.034 23.431 -4.913
H: -19.487 24.344 -5.260
H: -18.524 25.432 -7.074
H: -18.536 23.673 -7.363
H: -13.736 22.042 -6.680
H: -12.899 22.936 -7.995
H: -14.266 21.862 -8.365
C: -13.506 18.804 -5.911
C: -15.033 18.848 -5.839
O: -15.510 17.727 -5.160
C: -16.835 17.584 -5.184
O: -17.637 18.369 -5.625
O: -17.099 16.390 -4.624
C: -18.319 15.701 -4.971
H: -13.245 19.534 -6.678
H: -13.168 17.812 -6.211
H: -13.123 19.192 -4.968
H: -15.430 19.034 -6.837
H: -15.325 19.726 -5.263
H: -18.761 15.224 -4.097
H: -18.067 14.959 -5.729
H: -19.043 16.416 -5.363
C: -13.007 21.704 -15.253
C: -11.706 21.421 -16.053
O: -11.598 22.394 -17.156
C: -11.883 21.991 -18.390
O: -12.187 20.840 -18.844
O: -11.929 23.114 -19.068
C: -12.224 23.173 -20.475
H: -12.892 21.058 -14.383
H: -13.938 21.469 -15.768
H: -12.960 22.752 -14.956
H: -11.657 20.417 -16.473
H: -10.869 21.526 -15.363
H: -11.690 22.401 -21.030
H: -11.867 24.160 -20.769
H: -13.264 23.041 -20.772
C: -22.628 11.970 -10.850
C: -22.868 13.529 -10.791
O: -22.138 14.040 -9.721
C: -21.257 15.064 -9.937
O: -21.177 15.724 -10.982
O: -20.415 15.177 -8.915
C: -19.497 16.320 -8.773
H: -21.583 11.691 -10.721
H: -23.007 11.630 -11.814
H: -23.139 11.501 -10.010
H: -23.918 13.674 -10.535
H: -22.657 14.031 -11.735
H: -19.129 16.801 -9.680
H: -18.583 15.862 -8.397
H: -19.866 17.115 -8.124
C: -18.519 26.857 -14.234
C: -17.644 25.657 -14.813
O: -16.318 25.931 -14.457
C: -15.341 25.274 -15.192
O: -15.543 24.338 -15.904
O: -14.119 25.839 -14.885
C: -12.986 25.556 -15.708
H: -19.204 26.499 -13.465
H: -19.193 27.269 -14.985
H: -17.980 27.720 -13.844
H: -17.898 25.572 -15.870
H: -17.923 24.646 -14.517
H: -12.390 24.792 -15.209
H: -12.381 26.459 -15.788
H: -13.180 25.264 -16.740

Kohn-Sham gap   10.49 eV
LUMO level   0.0163 Eh
Total charge   0
ΔE to the lowest compared entry with this formula, charge and spin   3.3617 eV